This record from OMol25 describes a structure of composition CH3Cl3N2 at a distorted geometry. The level of theory is ωB97M-V/def2-TZVPD.

charge	0
HOMO-LUMO gap (alpha / beta)	8.6 / 8.4	eV
maximum force	0.0521	hartree/bohr
spin multiplicity	1
DFT total energy	-41627.128	eV
LUMO level (alpha / beta)	-0.0242 / -0.0331	Ha
HOMO (alpha / beta)	-9.2710 / -9.2537	eV
energy relative to the best compared isomer or geometry (same formula, charge and spin)	85.54	kcal/mol

```
9
Properties=species:S:1:pos:R:3:forces:R:3
C -1.267 0.009 -0.019 0.6836 0.6490 -2.5079
N -0.071 -0.414 0.620 1.8310 -0.6334 0.1437
N 1.342 0.641 -0.507 -1.5194 -0.7091 -0.3898
Cl 0.352 -2.079 0.499 -0.6860 0.6607 -0.1687
Cl 2.610 -0.407 -0.674 0.9483 -0.5996 -0.2420
Cl 1.756 1.902 0.496 0.0914 0.7873 0.8029
H -1.652 -0.488 -1.023 1.5761 1.2940 1.3418
H -2.048 -0.303 0.597 -1.4927 0.1180 1.6248
H -1.022 1.137 0.011 -1.4325 -1.5669 -0.6047
```
Forces are in eV/Å.